Below is a cluster of 11 separate species, C49H119Cl4N3O27P6 in total, with properties calculated with the ωB97M-V functional and the def2-TZVPD basis.

```
208
Properties=species:S:1:pos:R:3:lowdin_charge:R:1
C -9.771 9.125 -31.990 -0.335
O -10.843 8.911 -32.533 0.008
N -8.898 8.213 -31.537 -0.155
C -8.080 8.632 -30.387 -0.046
C -8.926 6.788 -31.778 -0.047
H -9.522 10.170 -31.755 0.085
H -8.628 8.283 -29.509 0.059
H -8.063 9.714 -30.266 0.074
H -7.095 8.175 -30.360 0.048
H -7.933 6.333 -31.800 0.064
H -9.485 6.185 -31.057 0.088
H -9.250 6.613 -32.806 0.072
C -8.612 7.927 -35.780 -0.335
O -9.129 8.100 -36.860 0.014
N -7.399 8.443 -35.409 -0.176
C -6.690 8.005 -34.206 -0.036
C -6.536 9.178 -36.335 -0.045
H -8.919 7.157 -35.052 0.123
H -6.110 8.841 -33.817 0.061
H -5.991 7.194 -34.435 0.074
H -7.432 7.670 -33.485 0.056
H -6.072 10.009 -35.809 0.082
H -5.757 8.471 -36.646 0.085
H -7.032 9.435 -37.267 0.085
C -5.586 4.744 -32.685 -0.317
O -6.681 4.803 -33.213 0.004
N -4.443 4.673 -33.411 -0.178
C -3.223 4.296 -32.668 -0.048
C -4.306 4.702 -34.847 -0.047
H -5.429 4.882 -31.606 0.130
H -2.433 3.781 -33.212 0.089
H -3.523 3.613 -31.874 0.089
H -2.792 5.220 -32.274 0.059
H -5.276 4.714 -35.343 0.080
H -3.762 5.584 -35.192 0.083
H -3.779 3.787 -35.120 0.090
Cl -14.288 8.889 -29.192 0.501
C -13.392 8.136 -30.561 -0.651
C -13.914 6.778 -31.069 -0.658
Cl -15.556 6.946 -31.676 0.591
H -12.355 8.109 -30.246 0.048
H -13.547 8.852 -31.363 0.043
H -13.912 6.011 -30.294 0.062
H -13.182 6.423 -31.795 0.071
Cl -6.145 6.464 -28.338 0.605
C -4.585 6.703 -29.151 -0.682
C -3.445 6.159 -28.293 -0.643
Cl -2.004 6.396 -29.305 0.573
H -4.354 7.765 -29.197 0.037
H -4.428 6.254 -30.127 0.039
H -3.465 5.076 -28.152 0.065
H -3.244 6.489 -27.276 0.077
C -16.334 7.455 -39.572 -0.061
C -15.150 7.735 -38.654 -0.254
O -15.316 6.863 -37.517 -0.193
P -15.682 7.528 -36.092 0.422
O -15.931 6.519 -35.048 -0.245
O -14.472 8.553 -35.820 -0.186
C -13.438 8.264 -34.883 -0.226
C -12.384 9.371 -35.157 -0.056
O -16.872 8.527 -36.381 -0.194
C -18.238 8.122 -36.598 -0.251
C -18.971 8.276 -35.265 -0.063
H -16.400 8.000 -40.520 0.077
H -16.395 6.431 -39.943 0.079
H -17.256 7.700 -39.049 0.053
H -14.192 7.448 -39.090 0.094
H -15.055 8.790 -38.400 0.117
H -13.802 8.408 -33.863 0.099
H -12.980 7.278 -34.970 0.098
H -11.814 9.543 -34.238 0.030
H -11.655 9.107 -35.923 0.061
H -12.839 10.337 -35.372 0.075
H -18.629 8.854 -37.300 0.115
H -18.323 7.087 -36.929 0.119
H -19.796 7.576 -35.144 0.077
H -18.248 8.089 -34.473 0.073
H -19.316 9.305 -35.171 0.075
C -12.900 1.000 -27.050 -0.074
C -12.201 2.259 -26.527 -0.258
O -12.027 3.198 -27.597 -0.214
P -10.673 3.134 -28.450 0.456
O -10.176 1.775 -28.730 -0.220
O -10.953 4.078 -29.730 -0.193
C -11.009 3.559 -31.065 -0.255
C -9.869 2.643 -31.511 -0.069
O -9.650 4.060 -27.590 -0.179
C -10.166 5.095 -26.720 -0.252
C -11.231 5.978 -27.349 -0.088
H -13.796 1.381 -27.548 0.080
H -12.454 0.414 -27.854 0.070
H -13.134 0.348 -26.209 0.077
H -12.933 2.681 -25.839 0.118
H -11.278 2.114 -25.964 0.120
H -11.948 3.007 -31.184 0.118
H -10.962 4.449 -31.692 0.097
H -9.819 1.610 -31.179 0.065
H -9.751 2.663 -32.594 0.066
H -9.008 3.087 -30.994 0.082
H -10.505 4.759 -25.735 0.117
H -9.328 5.723 -26.410 0.105
H -11.419 6.755 -26.601 0.085
H -10.984 6.379 -28.329 0.069
H -12.201 5.489 -27.421 0.068
C -4.150 11.400 -28.392 -0.053
C -4.768 10.651 -29.531 -0.283
O -3.790 9.863 -30.199 -0.190
P -3.534 10.127 -31.759 0.458
O -4.734 10.307 -32.566 -0.203
O -2.599 8.893 -32.197 -0.195
C -2.341 8.751 -33.592 -0.264
C -1.086 7.872 -33.631 -0.057
O -2.510 11.381 -31.726 -0.186
C -1.201 11.282 -31.186 -0.273
C -0.612 12.692 -31.305 -0.058
H -4.755 11.910 -27.649 0.076
H -3.490 10.637 -27.957 0.087
H -3.401 12.159 -28.649 0.080
H -5.493 9.932 -29.133 0.120
H -5.319 11.315 -30.204 0.040
H -3.107 8.270 -34.207 0.110
H -2.217 9.733 -34.061 0.121
H -0.581 7.779 -34.592 0.081
H -0.350 8.257 -32.925 0.073
H -1.358 6.870 -33.300 0.059
H -1.136 10.959 -30.141 0.119
H -0.595 10.525 -31.691 0.109
H 0.120 12.903 -30.520 0.075
H -0.086 12.804 -32.249 0.077
H -1.420 13.378 -31.059 0.079
C -9.574 16.024 -32.901 -0.080
C -9.381 15.744 -31.396 -0.242
O -9.805 14.442 -30.973 -0.168
P -8.987 13.123 -31.417 0.434
O -9.552 11.875 -30.903 -0.220
O -8.878 13.178 -32.999 -0.192
C -9.707 12.392 -33.849 -0.234
C -8.834 11.324 -34.472 -0.065
O -7.558 13.524 -30.843 -0.153
C -6.411 12.698 -31.075 -0.271
C -5.747 13.070 -32.367 -0.062
H -9.712 17.086 -33.127 0.074
H -8.666 15.868 -33.490 0.070
H -10.379 15.458 -33.366 0.073
H -8.304 15.853 -31.271 0.106
H -9.944 16.436 -30.781 0.117
H -10.438 11.790 -33.299 0.109
H -10.286 13.043 -34.503 0.125
H -8.331 11.598 -35.403 0.082
H -8.202 10.816 -33.743 0.076
H -9.382 10.449 -34.845 0.063
H -5.646 12.950 -30.335 0.116
H -6.638 11.641 -30.925 0.095
H -5.388 14.099 -32.259 0.090
H -4.777 12.590 -32.530 0.054
H -6.331 12.941 -33.276 0.078
C -14.389 3.588 -35.012 -0.061
C -13.057 3.300 -34.326 -0.298
O -12.000 3.297 -35.249 -0.165
P -11.282 4.680 -35.654 0.454
O -11.070 5.528 -34.468 -0.232
O -9.914 4.303 -36.383 -0.171
C -8.817 3.961 -35.556 -0.286
C -8.192 2.617 -35.938 -0.060
O -12.248 5.138 -36.849 -0.171
C -11.774 5.808 -38.023 -0.242
C -12.584 5.248 -39.201 -0.070
H -14.544 3.163 -36.006 0.083
H -15.321 3.550 -34.457 0.081
H -14.231 4.632 -35.312 0.043
H -12.923 3.933 -33.443 0.098
H -13.079 2.316 -33.841 0.114
H -8.049 4.722 -35.710 0.105
H -9.057 3.980 -34.492 0.092
H -7.308 2.479 -35.321 0.071
H -8.900 1.782 -35.911 0.077
H -8.003 2.531 -37.013 0.075
H -11.877 6.894 -38.034 0.114
H -10.717 5.586 -38.161 0.106
H -13.669 5.261 -39.069 0.063
H -12.335 5.783 -40.116 0.080
H -12.427 4.169 -39.276 0.079
C -9.673 9.687 -27.251 -0.066
C -8.714 9.607 -26.070 -0.262
O -9.156 10.509 -25.065 -0.171
P -8.333 10.693 -23.698 0.404
O -8.358 9.554 -22.774 -0.226
O -6.864 11.072 -24.278 -0.194
C -6.028 11.771 -23.331 -0.277
C -4.684 11.792 -24.028 -0.067
O -8.852 12.093 -23.205 -0.200
C -10.214 12.373 -22.802 -0.221
C -10.069 13.659 -22.002 -0.078
H -9.482 10.584 -27.844 0.078
H -9.619 8.768 -27.834 0.044
H -10.752 9.757 -27.083 0.084
H -8.739 8.581 -25.692 0.115
H -7.717 9.830 -26.454 0.113
H -6.450 12.771 -23.150 0.109
H -6.120 11.427 -22.293 0.122
H -3.827 12.173 -23.471 0.078
H -4.430 10.733 -24.146 0.080
H -4.719 12.193 -25.035 0.063
H -10.847 12.570 -23.665 0.122
H -10.568 11.547 -22.187 0.122
H -9.664 13.492 -21.004 0.077
H -9.493 14.386 -22.572 0.079
H -11.005 14.189 -21.798 0.076
```

Calculated values
**2S+1**: 1
**Structure (SMILES)**: CCOP(=O)(OCC)OCC.CCOP(=O)(OCC)OCC.CCOP(=O)(OCC)OCC.CCOP(=O)(OCC)OCC.CCOP(=O)(OCC)OCC.CCOP(=O)(OCC)OCC.CN(C)C=O.CN(C)C=O.CN(C)C=O.ClCCCl.ClCCCl
**Charge**: 0
**Kohn-Sham gap**: 9.0 eV


Below is a structure of composition C40H37BrIrN3O3SSb, with properties calculated with the ωB97M-V functional and the def2-TZVPD basis.

```
87
Properties=species:S:1:pos:R:3:mulliken_spin:R:1
Ir -0.308 0.187 -0.295 2.733
C 6.739 0.216 -3.800 0.000
O 5.485 -0.275 -3.349 0.000
C 5.302 -1.624 -3.345 0.003
C 6.133 -2.538 -3.967 -0.001
C 5.849 -3.898 -3.887 0.003
C 4.751 -4.338 -3.175 -0.001
C 3.914 -3.425 -2.544 0.002
C 4.169 -2.067 -2.642 0.001
N 3.401 -1.052 -2.035 0.018
C 2.143 -1.112 -1.531 0.024
N 1.313 -1.995 -2.112 0.044
C -0.012 -2.383 -1.810 0.056
C -0.893 -1.652 -1.021 0.300
C -2.203 -2.143 -0.879 -0.075
C -2.602 -3.308 -1.495 -0.029
C -1.710 -4.032 -2.288 0.056
C -0.419 -3.572 -2.449 -0.015
O 0.538 -4.179 -3.208 -0.001
C 0.162 -5.326 -3.956 0.002
N 1.759 -0.299 -0.555 0.204
C 2.746 0.332 0.248 -0.038
C 3.811 -0.356 0.816 0.034
C 4.730 0.302 1.619 -0.006
C 4.579 1.656 1.872 0.016
C 3.500 2.357 1.347 -0.004
C 2.579 1.694 0.549 -0.019
O 1.458 2.258 0.027 0.014
C 1.201 3.627 0.303 -0.001
H 6.837 0.095 -4.881 0.000
H 7.561 -0.294 -3.292 0.000
H 6.756 1.273 -3.548 0.000
H 6.996 -2.200 -4.522 0.000
H 6.499 -4.604 -4.381 0.000
H 4.538 -5.394 -3.092 0.000
H 3.076 -3.789 -1.966 -0.002
H 3.921 -0.215 -1.810 -0.002
H 1.696 -2.479 -2.913 -0.002
H -2.922 -1.586 -0.293 0.010
H -3.617 -3.665 -1.385 0.001
H -2.034 -4.938 -2.776 0.006
H 1.047 -5.624 -4.510 0.000
H -0.645 -5.088 -4.651 0.000
H -0.146 -6.136 -3.292 0.000
H 3.920 -1.416 0.628 0.002
H 5.554 -0.249 2.049 0.000
H 5.294 2.176 2.494 0.001
H 3.382 3.407 1.563 -0.001
H 0.236 3.838 -0.150 0.002
H 1.971 4.259 -0.144 0.000
H 1.160 3.796 1.383 0.001
Br -1.457 1.996 -1.482 0.338
S -0.054 0.115 2.085 0.290
Sb -2.146 0.708 2.865 0.015
C -1.973 1.250 4.872 0.015
C -1.419 0.340 5.766 -0.006
C -1.302 0.680 7.103 0.004
C -1.738 1.923 7.543 0.001
C -2.292 2.827 6.651 0.001
C -2.411 2.493 5.309 -0.006
C -3.393 -0.955 2.773 0.004
C -2.839 -2.191 2.462 0.000
C -3.644 -3.321 2.463 0.002
C -4.990 -3.212 2.771 0.001
C -5.542 -1.978 3.087 0.000
C -4.744 -0.845 3.097 0.002
C -2.955 2.320 1.839 0.027
C -2.294 3.542 1.930 -0.003
C -2.782 4.637 1.237 0.005
C -3.916 4.507 0.448 0.001
C -4.566 3.287 0.350 0.004
C -4.087 2.187 1.047 -0.015
H -1.074 -0.632 5.431 -0.005
H -0.872 -0.024 7.802 0.000
H -1.646 2.186 8.588 0.000
H -2.633 3.792 6.998 0.000
H -2.851 3.203 4.619 0.001
H -1.791 -2.271 2.198 -0.004
H -3.218 -4.284 2.217 0.000
H -5.616 -4.094 2.769 0.000
H -6.592 -1.899 3.333 0.000
H -5.179 0.109 3.368 0.000
H -1.398 3.645 2.531 0.003
H -2.274 5.589 1.305 -0.001
H -4.290 5.361 -0.100 -0.001
H -5.440 3.187 -0.277 -0.002
H -4.588 1.233 0.944 -0.006
```

Calculated values
**2S+1**: 5
**Energy above the lowest of the compared OMol25 structures with the same formula, charge and spin**: 0.0 kJ/mol
**Charge**: +1
**Kohn-Sham gap (alpha / beta)**: 7.0 / 6.1 eV


Below is an isolated molecule of C10H13BN2O2, with properties calculated with the ωB97M-V functional and the def2-TZVPD basis.

```
28
Properties=species:S:1:pos:R:3:nbo_charge:R:1
B 0.954 3.172 -1.600 0.965
C -2.637 -0.678 1.660 -0.218
C -1.638 -1.629 1.462 -0.233
C -2.505 0.501 0.990 -0.266
C 0.735 0.518 -0.526 -0.339
C 0.234 1.787 -0.784 0.091
C -0.330 -0.123 0.184 -0.155
C -0.525 -1.423 0.692 0.161
C -1.392 0.777 0.193 0.318
C 1.231 -2.689 1.499 -0.409
C 0.912 -2.510 -0.934 -0.421
N 0.217 4.267 -1.661 -1.071
N 0.284 -2.597 0.442 -0.435
O -1.026 1.976 -0.412 -0.447
O 2.311 2.966 -1.839 -0.892
H -3.513 -0.922 2.214 0.218
H -1.722 -2.609 1.780 0.213
H -3.374 1.224 0.965 0.216
H 1.699 0.381 -0.905 0.241
H 0.516 -2.528 2.297 0.211
H 1.668 -3.687 1.651 0.194
H 1.969 -1.922 1.382 0.169
H 1.559 -1.592 -1.049 0.180
H 1.486 -3.424 -1.038 0.202
H 0.081 -2.456 -1.662 0.209
H -0.672 4.371 -1.255 0.413
H 0.557 5.216 -1.976 0.398
H 2.920 3.632 -1.768 0.488
```

Calculated values
**2S+1**: 1
**Structure (SMILES)**: CN(C)c1cccc2oc(B(N)O)cc12
**Energy above the lowest of the compared OMol25 structures with the same formula, charge and spin**: 0.0 kJ/mol
**Charge**: 0
**Kohn-Sham gap**: 8.1 eV